[1]
# C2H4N2OS

A 2-piece molecular cluster, C2H4N2OS overall at a distorted geometry (ωB97M-V with the def2-TZVPD basis set, OMol25).

Geometry as XYZ:
```
10
Properties=species:S:1:pos:R:3:forces:R:3
C -1.158 0.644 -0.200 -0.4 2.3 -3.1
C 2.239 0.350 -0.108 0.4 -0.5 -1.0
N -1.014 -0.427 -0.955 -0.2 -1.6 1.3
N -0.908 0.421 1.018 0.8 -4.5 4.6
O 2.224 0.767 0.949 -0.2 0.7 1.6
S 2.386 -0.244 -1.534 0.0 -0.2 -0.6
H -0.993 -0.466 -1.943 -0.3 0.3 -0.6
H -0.967 -1.322 -0.423 0.3 0.2 -0.9
H -1.077 0.929 1.867 -0.2 0.9 -0.6
H -0.732 -0.653 1.329 -0.2 2.3 -0.7
```
Positions in Å, forces in eV/Å.

As for the total energy: -18000.4410 eV. As for the charge: 0. The calculation puts the HOMO energy at -8.208 eV.

Atomic partial charges in e from the Mulliken method, atoms 1 to 5:
1. C -0.2950
2. C 0.5882
3. N -0.1909
4. N -0.2164
5. O -0.2821

[2]
# C3H8O5Tl

C3H8O5Tl as an isolated structure at a distorted geometry (ωB97M-V with the def2-TZVPD basis set, OMol25).

Geometry as XYZ:
```
17
Properties=species:S:1:pos:R:3:forces:R:3
Tl -15.345 -8.433 0.048 0.8 0.7 1.1
O -14.389 -6.081 -1.108 0.7 -1.1 0.9
H -14.480 -5.222 -1.564 -0.9 -0.3 -0.1
O -15.400 -9.597 2.718 0.0 0.5 -1.4
H -15.414 -8.881 3.383 0.0 0.1 -0.1
C -10.213 -9.518 -0.628 1.2 -2.1 -0.1
O -10.274 -9.268 0.771 -1.4 0.9 0.0
C -11.390 -8.945 1.389 -0.3 1.7 0.9
O -12.565 -8.851 0.962 2.3 -0.4 0.9
O -10.927 -8.582 2.641 -1.8 -0.2 -1.6
C -11.879 -8.090 3.587 -0.7 -1.0 0.8
H -10.121 -8.720 -1.365 -0.5 0.6 0.8
H -10.942 -10.275 -0.915 -0.2 0.3 -0.1
H -9.244 -10.013 -0.569 0.0 -0.2 -1.0
H -11.440 -8.316 4.559 0.1 0.5 -0.1
H -12.801 -8.672 3.582 0.0 -0.3 -0.4
H -12.212 -7.057 3.488 0.8 0.2 -0.3
```
Positions in Å, forces in eV/Å.

As for the total energy: -18156.1928 eV. As for the charge: +1. The calculation puts the HOMO energy at -14.245 eV.

Atomic partial charges in e from the Mulliken method, atoms 1 to 5:
1. Tl 1.0986
2. O -0.3852
3. H 0.3014
4. O -0.4093
5. H 0.3450

> What is the charge in the first record?

0